Entry from OMol25: a cluster of 16 separate species, C94H195F12N9O19S2 in total (ωB97M-V with the def2-TZVPD basis set).

The geometry in XYZ format:
```
331
Properties=species:S:1:pos:R:3:forces:R:3
C 5.0200 1.4475 0.5117 0.2 -0.7 0.8
C 5.0351 1.2249 -0.9790 -1.6 -0.4 -1.4
C 4.7747 -0.2380 -1.4481 0.4 0.1 -0.9
N 4.6410 -0.5693 -3.0400 0.6 0.7 2.0
C 4.2781 -2.0575 -3.1928 1.2 0.8 -0.5
C 5.5063 -2.9850 -2.9066 -0.8 -0.1 -0.4
C 6.8472 -2.6098 -3.5465 -0.4 0.6 -0.4
C 7.1589 -1.1484 -3.2750 -0.2 -0.2 -0.4
C 5.9689 -0.2605 -3.6739 0.6 -0.1 0.2
C 3.5477 0.2875 -3.6221 -0.3 -0.2 0.5
H 5.9468 1.1303 0.9897 0.3 0.3 0.0
H 4.2604 0.8738 1.0427 -0.4 0.0 -0.3
H 4.7852 2.4929 0.7118 0.1 -0.1 0.2
H 5.9458 1.6262 -1.4238 0.0 0.0 -0.1
H 4.1708 1.7979 -1.3148 0.1 0.3 -0.5
H 3.8264 -0.6542 -1.1083 0.2 0.1 0.5
H 5.6553 -0.7744 -1.0945 -0.4 -0.7 -0.2
H 3.3709 -2.2627 -2.6246 0.3 0.1 0.3
H 3.8981 -2.1175 -4.2127 0.3 -0.2 -0.3
H 5.6181 -3.1113 -1.8298 0.0 -0.2 0.0
H 5.2184 -3.9119 -3.4028 -0.2 -0.4 0.6
H 7.6853 -3.2578 -3.2900 -0.3 -0.1 0.5
H 6.7702 -2.7485 -4.6249 -0.2 0.1 -0.2
H 7.5300 -1.0073 -2.2599 -0.3 0.2 0.2
H 7.9742 -0.8253 -3.9224 0.1 0.1 0.0
H 6.2566 0.7573 -3.4104 -0.5 0.2 -0.2
H 5.8403 -0.3523 -4.7524 -0.1 0.1 0.0
H 2.6493 0.0891 -3.0376 0.0 0.0 0.1
H 3.2672 -0.0173 -4.6303 0.5 -0.1 0.0
H 3.7894 1.3488 -3.5643 0.2 -0.1 -0.1
C -4.2534 2.6181 4.2972 0.3 -0.7 0.5
C -4.1069 1.6024 5.4434 0.2 -0.7 0.1
C -5.4761 1.2260 5.9931 0.2 -0.8 0.8
N -5.5321 0.0755 7.0934 0.6 -0.6 -0.8
C -4.4993 0.3527 8.1981 -0.2 -1.7 0.0
C -4.6124 -0.6858 9.3861 0.7 1.1 -1.2
C -5.9744 -0.8780 9.9789 0.3 0.6 -0.4
C -7.0050 -1.1504 8.8781 -0.7 1.3 -0.9
C -6.9531 -0.0856 7.6774 1.1 -0.4 0.7
C -5.1287 -1.3029 6.3804 -1.0 2.0 1.4
H -3.3104 2.6277 3.7505 0.1 0.6 0.3
H -4.5179 3.5723 4.7528 0.0 0.2 -0.6
H -4.9529 2.2939 3.5267 -0.4 0.1 0.2
H -3.5297 2.0290 6.2637 0.2 0.1 -0.1
H -3.5402 0.7378 5.0978 -0.1 -0.1 0.1
H -6.1076 0.8718 5.1783 -0.3 0.2 0.2
H -5.8149 2.1468 6.4678 -0.8 -0.3 0.1
H -4.5055 1.4131 8.4505 -0.4 -0.1 0.2
H -3.5433 0.0775 7.7528 0.3 0.5 -0.1
H -3.9386 -0.2864 10.1442 0.2 -0.3 -0.1
H -4.1933 -1.6151 9.0002 0.2 0.0 0.2
H -6.1733 0.0661 10.4861 -0.7 0.1 0.0
H -5.8783 -1.5983 10.7913 -0.5 -0.4 -0.3
H -8.0075 -1.0352 9.2903 -0.1 0.0 0.0
H -7.0176 -2.1374 8.4157 0.5 -0.2 0.3
H -7.2785 0.9082 7.9847 0.2 0.0 0.3
H -7.6108 -0.3551 6.8511 0.1 -0.3 0.0
H -4.0649 -1.2359 6.1525 -0.2 -0.1 -0.2
H -5.8333 -1.3595 5.5507 0.4 -0.2 -0.2
H -5.3482 -2.0801 7.1124 0.3 0.0 -0.2
C 7.1149 4.2418 0.1191 1.3 0.2 1.0
C 6.0971 4.7828 -0.8085 -1.4 0.1 0.1
C 5.1395 5.7708 -0.0752 -0.3 -0.6 -2.2
N 3.8733 6.0611 -1.0215 0.6 0.8 -0.2
C 2.8695 6.9704 -0.1481 2.2 0.8 -1.1
C 3.5355 8.4208 0.0124 -0.1 -0.9 0.0
C 4.0317 9.0813 -1.2993 -0.5 -0.7 -0.4
C 4.9293 8.1670 -2.1606 -0.3 -1.2 2.0
C 4.2851 6.7491 -2.3767 -0.4 1.7 0.4
C 3.1939 4.7431 -1.3926 0.0 0.4 1.0
H 6.7247 3.5488 0.8645 -0.1 -0.2 -0.3
H 7.5703 5.0239 0.7267 0.2 0.2 -0.1
H 7.9201 3.8044 -0.4711 0.1 -0.3 0.3
H 5.5634 3.9148 -1.1957 -0.4 0.2 0.0
H 6.5776 5.2118 -1.6879 -0.1 0.5 0.2
H 5.7063 6.6684 0.1722 -0.4 0.3 -0.4
H 4.7611 5.4065 0.8799 -0.3 -0.4 -0.3
H 2.7912 6.3878 0.7698 -0.3 0.4 -0.1
H 1.9142 7.0128 -0.6712 0.2 -0.1 -0.1
H 4.3342 8.4079 0.7540 0.5 -0.6 -0.3
H 2.9028 9.1071 0.5752 -0.8 -0.2 -0.5
H 4.6077 9.9727 -1.0510 -0.1 0.1 0.0
H 3.2089 9.3784 -1.9495 -0.4 0.2 0.3
H 5.7715 8.0344 -1.4814 0.8 -0.1 -0.7
H 5.2041 8.6741 -3.0855 0.1 -0.4 0.0
H 4.8363 6.0766 -3.0340 0.4 -0.2 0.7
H 3.4063 6.9512 -2.9891 -0.7 -0.5 0.5
H 2.1718 4.9374 -1.7177 0.2 0.2 0.0
H 3.1725 4.1707 -0.4652 -0.3 -0.2 0.1
H 3.7196 4.1883 -2.1698 0.1 0.5 -0.1
C 6.0434 -1.1466 -7.8407 0.6 0.8 0.6
C 4.9431 -0.0672 -7.5856 0.1 -1.1 -0.8
C 3.6840 -0.5114 -8.3019 -2.7 1.6 -1.7
N 2.7672 0.6963 -8.8970 0.7 -0.1 0.6
C 2.3505 1.6980 -7.7991 -0.7 0.2 -0.3
C 1.3645 1.0953 -6.7865 1.6 -0.9 1.3
C 0.1592 0.5180 -7.4230 -1.2 1.5 0.1
C 0.4351 -0.3884 -8.5317 1.5 -2.0 -1.9
C 1.4657 0.1307 -9.5821 0.0 1.2 1.5
C 3.6118 1.4641 -9.9632 -1.5 -0.7 1.9
H 5.7448 -2.1556 -7.5566 -0.2 0.1 0.1
H 6.9184 -0.8586 -7.2581 0.0 -0.2 0.5
H 6.5074 -1.1953 -8.8258 -0.8 0.2 -0.4
H 5.2641 0.9068 -7.9551 0.2 -0.1 0.0
H 4.7648 0.0442 -6.5161 -0.1 -0.1 -0.1
H 2.9201 -1.0831 -7.7749 0.6 -0.1 0.7
H 3.7947 -1.0056 -9.2671 0.9 -0.4 0.2
H 3.2335 2.1882 -7.3891 0.2 -0.7 0.3
H 1.8989 2.5346 -8.3323 -0.4 -0.1 -0.2
H 1.8507 0.2940 -6.2300 0.4 -0.4 -0.2
H 1.0810 1.7333 -5.9495 0.2 0.8 -0.6
H -0.5576 0.0503 -6.7481 0.4 0.0 0.3
H -0.3462 1.4019 -7.8120 -0.6 0.1 -0.3
H 0.8646 -1.3491 -8.2474 -0.1 -0.1 0.8
H -0.4940 -0.7099 -9.0023 0.1 0.3 -0.5
H 1.7479 -0.6355 -10.3041 0.1 0.2 0.0
H 1.0645 1.0448 -10.0196 0.0 -0.2 -0.6
H 2.9848 2.3167 -10.2241 0.1 -0.2 -0.6
H 3.8234 0.7245 -10.7354 0.2 0.5 -0.2
H 4.4724 1.8756 -9.4360 0.1 -0.3 -0.4
C 3.5208 -1.8403 2.5642 0.9 0.0 -1.5
C 2.9496 -0.9287 3.5986 -0.1 -0.9 1.4
C 4.0715 -0.4351 4.5214 -0.5 1.7 -0.7
N 3.5776 0.4948 5.6920 0.2 -1.3 -1.4
C 4.7758 0.8942 6.5401 -0.9 -0.1 0.8
C 5.3426 -0.1956 7.4241 0.7 -0.9 -0.1
C 4.3331 -0.9455 8.2618 -1.3 0.1 -0.3
C 3.1696 -1.4020 7.3600 -0.5 0.5 -0.3
C 2.5131 -0.2963 6.4353 0.9 -0.1 2.5
C 2.9233 1.7827 5.1923 -1.1 -1.1 -0.2
H 4.2232 -2.5632 2.9792 0.2 0.1 0.1
H 4.0154 -1.2211 1.8158 0.4 -0.2 -0.3
H 2.8183 -2.4803 2.0305 -0.5 0.2 0.2
H 2.3667 -1.6569 4.1627 -0.7 0.6 0.3
H 2.3713 -0.1007 3.1886 -0.1 -0.1 0.0
H 4.7120 0.2533 3.9700 0.2 -0.1 -0.2
H 4.6780 -1.2849 4.8343 -0.2 0.3 0.7
H 5.5414 1.3014 5.8796 -0.3 0.1 -0.1
H 4.3617 1.6677 7.1869 0.3 0.3 -0.1
H 5.8584 -0.9356 6.8121 0.1 -0.1 -0.2
H 6.1402 0.2010 8.0523 -0.1 0.4 -0.1
H 4.7306 -1.8320 8.7560 0.4 0.0 -0.2
H 3.9202 -0.3622 9.0848 0.1 0.4 -0.1
H 3.5128 -2.2405 6.7540 -0.1 0.0 -0.3
H 2.3756 -1.8000 7.9919 -0.2 0.0 -0.2
H 1.7049 -0.7383 5.8526 0.6 0.2 -0.7
H 1.9879 0.4629 7.0149 0.1 -0.1 0.5
H 3.4026 2.3303 4.3808 0.5 -0.3 0.2
H 2.6624 2.4089 6.0455 0.5 0.0 0.0
H 1.9618 1.4416 4.8085 0.0 0.2 -0.2
C -2.3206 5.7131 -3.3462 0.2 -1.0 0.4
C -2.5015 4.2824 -4.0080 -0.9 1.0 -0.7
C -4.0320 3.9085 -4.0090 0.3 -0.4 -0.7
N -4.4845 2.4191 -4.4066 -0.8 -0.3 0.9
C -3.8940 2.0072 -5.7291 -0.9 -0.1 -0.1
C -4.1491 0.5343 -6.1169 0.0 1.1 -0.4
C -3.3566 -0.2996 -5.1756 -0.5 -0.8 1.1
C -3.9776 -0.0665 -3.7485 0.0 0.3 -0.6
C -4.0373 1.4283 -3.3046 0.6 -0.2 -0.5
C -6.0617 2.3801 -4.5312 1.0 0.0 0.1
H -2.3397 5.5598 -2.2672 -0.8 0.3 -0.1
H -3.0195 6.4729 -3.6960 -0.4 -0.4 0.2
H -1.3528 6.1995 -3.4680 0.4 -0.6 -0.7
H -1.8909 3.5463 -3.4850 -0.2 0.1 -0.1
H -2.1787 4.3820 -5.0444 0.3 -0.4 0.0
H -4.5694 4.4053 -4.8168 0.3 0.7 0.2
H -4.4179 4.2210 -3.0387 -0.7 -0.8 0.1
H -2.8194 2.1810 -5.6730 0.0 0.0 0.0
H -4.3121 2.6186 -6.5287 0.0 0.5 0.3
H -3.9008 0.5634 -7.1778 0.6 -0.7 -0.1
H -5.1800 0.1804 -6.1169 -0.2 0.5 0.2
H -2.2953 -0.0679 -5.2653 0.1 0.1 0.4
H -3.4560 -1.3701 -5.3555 0.0 0.0 -0.2
H -3.4689 -0.7300 -3.0490 0.4 0.7 0.5
H -4.9717 -0.5084 -3.6804 -0.3 0.1 -0.5
H -3.0211 1.7228 -3.0424 0.0 0.3 -0.1
H -4.6559 1.6706 -2.4405 -0.2 -0.3 0.0
H -6.3884 3.1254 -5.2564 0.3 0.3 0.3
H -6.5199 2.4969 -3.5491 0.4 0.4 0.1
H -6.4335 1.4406 -4.9401 0.7 -0.2 0.2
C -6.6544 -8.6239 5.4489 0.0 0.5 0.3
C -6.3533 -7.9451 4.1165 -0.8 0.3 0.4
C -6.0569 -6.4351 4.3032 1.3 0.0 -0.6
N -5.4420 -5.7187 3.0446 -1.4 0.8 -1.1
C -5.0094 -4.2520 3.4054 0.5 -1.2 1.7
C -3.7663 -4.3134 4.3331 0.1 0.5 -1.5
C -2.6583 -5.0682 3.6024 -0.6 -1.0 0.7
C -3.1152 -6.4866 3.2036 1.5 -0.8 0.1
C -4.3002 -6.5205 2.3062 -1.2 1.2 0.4
C -6.6682 -5.5504 2.1302 1.2 -0.8 0.3
H -5.7732 -8.5768 6.0886 -0.2 -0.4 0.3
H -7.0500 -9.6282 5.2968 0.6 -0.2 0.0
H -7.4992 -8.1241 5.9228 0.2 0.3 0.3
H -7.3320 -8.0612 3.6509 0.3 0.2 -0.9
H -5.5964 -8.5148 3.5774 0.0 0.3 0.0
H -5.3776 -6.1961 5.1216 0.1 -0.5 0.0
H -6.9817 -5.9041 4.5289 0.0 0.0 -0.2
H -5.8900 -3.8610 3.9149 0.0 0.1 0.0
H -4.7849 -3.6335 2.5363 -0.1 -0.6 -0.4
H -3.9232 -4.7258 5.3298 -0.3 -0.2 -0.1
H -3.3183 -3.3327 4.4929 -0.5 0.4 0.0
H -1.8498 -5.0316 4.3325 0.5 -0.6 -0.5
H -2.3193 -4.6269 2.6651 -0.1 0.7 0.2
H -3.2245 -7.2245 3.9984 -0.1 0.3 0.5
H -2.3034 -6.8944 2.6013 0.2 -0.2 0.0
H -4.6841 -7.4919 1.9948 -0.1 -0.1 0.7
H -4.0396 -6.0672 1.3497 -0.5 0.9 0.1
H -7.3850 -4.8906 2.6192 0.2 0.1 -0.1
H -7.0850 -6.5573 2.1059 -0.2 0.2 -0.6
H -6.3166 -5.1781 1.1680 -0.3 0.0 -0.1
C -0.9502 -8.3177 -3.4705 0.8 1.1 -0.3
C -0.2306 -7.9994 -2.1358 0.5 -0.5 -0.3
C 0.1704 -6.5327 -1.9781 -2.2 1.1 1.0
N 0.3651 -6.0567 -0.5176 1.9 0.6 0.0
C 0.8804 -4.5565 -0.5630 2.1 -0.8 -0.5
C 2.3928 -4.3998 -1.0588 -0.9 -1.2 0.3
C 3.3410 -5.4216 -0.3590 -0.7 1.4 -0.6
C 2.8340 -6.8380 -0.5026 0.0 -0.1 0.7
C 1.4315 -6.9553 0.1334 0.6 0.6 -0.3
C -0.8808 -5.9910 0.3597 0.6 0.0 -0.7
H -0.4024 -7.7290 -4.2063 -0.4 0.4 -0.3
H -2.0005 -8.0262 -3.4788 0.1 0.0 0.0
H -0.8287 -9.3046 -3.9171 -0.1 -0.4 0.9
H 0.7397 -8.4954 -2.1617 -0.2 -0.7 0.3
H -0.8174 -8.3515 -1.2874 0.1 0.0 0.1
H -0.6572 -5.8616 -2.2082 -0.1 -0.1 -0.9
H 1.0287 -6.2698 -2.5964 0.0 0.1 0.4
H 0.2316 -3.9952 -1.2354 -0.3 -0.1 0.2
H 0.9172 -4.1778 0.4585 -0.6 -0.3 0.2
H 2.4578 -4.4955 -2.1427 -0.1 -0.2 -0.2
H 2.7110 -3.3707 -0.8920 -0.2 0.1 0.4
H 4.3454 -5.2428 -0.7429 0.1 -0.4 -0.1
H 3.3775 -5.2091 0.7094 -0.1 0.1 0.1
H 2.9370 -7.3169 -1.4763 -0.2 0.4 -0.3
H 3.4986 -7.4130 0.1423 -0.2 -0.4 0.1
H 1.1132 -7.9951 0.0586 -0.4 0.2 0.3
H 1.5407 -6.5927 1.1555 -0.3 -0.2 0.2
H -1.6282 -5.3823 -0.1492 -0.2 -0.3 -0.2
H -0.6207 -5.4433 1.2655 0.3 -0.2 0.1
H -1.2167 -6.9983 0.6058 0.0 0.1 -0.2
C 0.5522 2.1117 -2.7127 0.4 -0.4 0.9
C 0.6399 1.4468 -1.3387 -0.7 -0.7 0.9
C -0.5295 0.5006 -1.0329 -1.2 -1.2 -0.7
N -0.6149 -0.2607 0.2887 0.5 1.8 0.6
C -1.9340 -1.0067 0.3864 0.5 -0.6 -0.2
C -2.2754 -1.4971 1.7975 -0.6 -0.1 0.4
C -2.2814 -0.3474 2.8260 0.6 -0.4 -1.4
C -0.8909 0.3062 2.7817 -0.9 0.9 0.2
C -0.5045 0.8365 1.3945 -0.4 -1.5 0.5
C 0.5170 -1.2319 0.4270 0.1 1.0 0.8
H 1.5111 2.6251 -2.7846 -0.2 0.2 -0.7
H -0.2505 2.8421 -2.8147 0.1 -0.1 0.1
H 0.4725 1.3301 -3.4682 0.0 0.2 -0.3
H 0.7370 2.1761 -0.5345 0.1 0.3 -0.1
H 1.5482 0.8451 -1.3076 0.2 0.0 0.0
H -0.6180 -0.3234 -1.7410 0.6 0.0 -0.5
H -1.5223 0.9383 -1.1377 0.1 0.8 0.3
H -2.7301 -0.4433 -0.1004 0.1 0.4 0.5
H -1.8069 -1.8715 -0.2649 0.0 -0.1 0.0
H -3.2847 -1.8937 1.6867 -0.1 0.0 -0.1
H -1.7056 -2.3703 2.1154 0.5 0.1 -0.1
H -3.0849 0.2606 2.4103 0.1 0.8 0.5
H -2.4827 -0.5984 3.8674 -0.1 -0.4 -0.2
H -0.9513 1.2343 3.3500 0.2 0.0 0.4
H -0.2297 -0.3576 3.3387 0.5 0.0 -0.5
H -1.2304 1.6199 1.1765 0.0 -0.2 -0.5
H 0.4904 1.2813 1.3724 0.1 -0.2 -0.1
H 0.6504 -1.8524 -0.4591 -0.3 0.1 0.0
H 0.3530 -1.7913 1.3480 0.0 -0.4 -0.2
H 1.3913 -0.6040 0.5987 0.3 -0.2 -0.2
O 1.7557 -3.9389 4.9509 1.9 -0.5 1.4
C 1.5212 -4.3518 3.7025 0.0 0.4 -1.7
O 0.4804 -3.9031 3.2600 -4.9 2.0 -1.3
O 2.2485 -4.9853 2.9588 3.2 -2.0 0.2
H 0.9678 -3.4127 5.1054 -0.3 0.1 0.7
O -0.4315 -2.4123 6.2919 1.2 -3.2 0.8
C -1.1366 -1.4631 6.8818 -1.8 0.6 6.9
O -1.3149 -0.5819 6.0661 -1.9 4.5 -3.0
O -1.5422 -1.4358 8.0896 0.8 -1.1 -1.9
H -0.6582 -1.8675 5.5346 1.2 -0.7 -3.1
O -0.3965 -2.4430 -4.9607 -1.5 -0.4 0.3
C 0.7963 -2.0833 -4.5420 4.9 0.6 -2.2
O 1.0093 -2.0017 -3.3195 -0.6 0.1 1.8
O 1.6942 -1.9335 -5.4206 -0.4 0.4 0.0
H -0.6521 -2.6375 -4.0561 -2.0 -0.5 0.3
C -5.0971 3.7878 0.2933 -3.5 -0.2 -1.6
O -4.8913 5.1826 0.6029 0.9 -0.9 -0.2
O -5.9162 3.6229 -0.8192 2.7 0.2 1.6
C -3.7813 3.0348 0.2159 -1.2 1.7 -1.9
F -3.1177 3.4068 -0.8955 1.9 1.8 -0.2
F -3.0404 3.1102 1.3227 0.9 0.2 0.4
F -3.9304 1.7828 -0.0775 -1.0 -3.6 0.9
C -4.5520 5.6002 1.9072 -0.2 1.7 -0.2
C -4.6417 7.1314 1.7552 0.0 0.0 0.6
H -5.6714 7.4219 1.9635 0.0 0.3 -0.4
H -4.0001 7.7044 2.4247 0.0 -0.2 0.4
H -4.3160 7.4051 0.7517 -0.4 -0.1 0.0
H -3.5690 5.3820 2.3244 0.4 -0.7 -0.6
H -5.2705 5.2801 2.6618 -0.3 -0.4 0.0
H -5.6220 3.3315 1.1325 -0.1 -0.2 1.0
C 1.3127 4.1438 2.2893 1.9 -2.9 -3.2
O 0.8614 4.7787 1.0440 0.5 0.0 1.9
O 2.3589 3.2553 1.8478 -1.5 2.4 2.2
C 1.5176 5.2941 3.3558 1.2 -1.0 -1.3
F 1.6373 6.4613 2.7556 -0.2 1.6 -0.8
F 0.5050 5.3628 4.1811 -1.6 -0.1 0.9
F 2.6083 5.2315 4.1243 0.9 -1.0 0.4
C -0.5193 4.8216 0.8141 0.0 0.6 -0.9
C -0.6012 5.8680 -0.2607 -1.2 0.5 -0.2
H -0.1921 6.7950 0.1411 0.6 -0.1 -0.2
H -0.1280 5.5253 -1.1809 0.1 0.3 0.0
H -1.6239 6.1811 -0.4711 -0.2 -0.4 -0.2
H -1.1770 5.1706 1.6102 0.3 -0.2 0.7
H -0.8632 3.8459 0.4708 -0.2 -0.1 0.0
H 0.4715 3.5339 2.6188 -0.4 0.1 0.6
C -3.5276 -3.8399 -2.6313 -1.9 -0.2 1.2
F -2.2731 -3.3842 -2.4432 -0.2 -0.3 -0.6
F -4.0496 -3.4047 -3.7882 0.7 0.4 0.7
F -3.5527 -5.1793 -2.7261 0.8 0.2 0.3
S -4.5834 -3.3357 -1.0541 -1.2 1.2 1.5
O -5.8766 -4.0441 -1.1850 2.0 1.1 -0.4
O -3.8379 -3.8325 0.1492 -0.1 0.2 -1.9
O -4.6086 -1.8347 -1.0895 0.2 -3.0 -0.5
C 3.2079 5.4197 -6.7311 -1.3 -1.2 0.5
F 2.7755 6.5339 -7.2831 0.2 0.8 0.7
F 3.2820 4.5628 -7.7511 0.2 -1.0 -0.5
F 4.4436 5.5179 -6.2369 -0.2 0.6 0.2
S 1.9342 4.7000 -5.4301 -2.2 -0.7 1.6
O 0.7411 4.2417 -6.1671 1.5 1.3 -0.3
O 2.5435 3.5453 -4.7788 1.5 -0.1 -0.7
O 1.6918 5.7475 -4.4330 0.5 0.1 -1.4
```
Positions in Å, forces in eV/Å.

Values from the calculation:
E_LUMO in eV: -2.83
Kohn-Sham gap in eV: 6.11
E_tot in eV: -207214.381
HOMO in eV: -8.93
Charge: +2
Molecular weight in g/mol: 2047.75